(1)
The following is a quantum chemistry calculation of 6 unconnected molecules or ions with the total composition C60H70ClN10 in a non-equilibrium geometry, from the Open Molecules 2025 dataset.

Structure (XYZ):
```
141
Properties=species:S:1:pos:R:3:forces:R:3
C -11.396 6.337 0.486 -0.078 0.897 0.104
N -10.046 5.899 0.905 0.662 0.966 -2.369
C -9.857 5.347 2.065 -0.578 -0.277 0.990
C -8.627 4.988 2.529 0.422 -0.396 0.718
C -7.523 5.183 1.737 1.454 0.166 -0.201
C -7.705 5.755 0.457 -0.660 -0.636 0.754
C -8.982 6.088 0.070 0.180 -0.045 0.677
C -6.129 4.899 2.304 -1.489 0.317 -0.924
C -5.818 5.451 3.546 0.070 -1.016 -1.305
C -4.581 5.140 4.004 1.658 0.159 2.301
N -3.609 4.548 3.298 -1.354 -0.821 -0.785
C -3.920 4.068 2.073 0.596 -0.034 -0.674
C -5.184 4.141 1.571 -1.481 0.542 -0.198
C -2.261 4.310 3.799 1.173 0.671 -0.881
H -11.384 7.380 0.152 0.345 -0.228 -0.095
H -12.036 6.331 1.350 -0.310 -0.306 0.272
H -11.764 5.705 -0.298 -0.178 -0.387 -0.323
H -10.723 5.215 2.659 -0.715 -0.124 0.553
H -8.605 4.571 3.532 0.275 0.021 -0.198
H -6.924 5.942 -0.252 0.447 0.080 -0.006
H -9.109 6.556 -0.881 -0.643 0.220 -0.378
H -6.488 6.024 4.153 -0.317 0.172 0.138
H -4.306 5.319 5.041 0.001 0.429 -0.163
H -3.097 3.712 1.463 -0.032 -0.295 0.276
H -5.521 3.685 0.607 0.776 0.532 0.939
H -1.985 5.060 4.511 -0.023 0.508 0.370
H -1.616 4.428 2.914 -0.028 -0.012 0.495
H -2.043 3.346 4.230 -0.679 -0.501 0.063
C 11.978 -0.410 -1.921 -0.742 -1.587 0.231
N 10.678 0.229 -1.537 -0.089 0.678 -0.765
C 10.715 1.253 -0.645 1.518 -1.005 0.272
C 9.623 1.968 -0.314 -0.462 1.103 0.697
C 8.436 1.745 -1.027 -0.314 1.997 0.962
C 8.382 0.720 -1.904 1.013 -1.742 -1.237
C 9.521 -0.078 -2.146 0.131 0.929 0.528
C 7.326 2.772 -0.931 0.858 0.445 -0.565
C 6.044 2.440 -0.519 0.346 -2.011 0.476
C 5.097 3.400 -0.411 -1.300 -1.068 0.482
N 5.314 4.644 -0.724 0.545 1.841 -0.205
C 6.502 5.004 -1.181 1.849 1.055 -0.786
C 7.572 4.121 -1.313 -1.812 -1.111 0.944
C 4.246 5.657 -0.549 0.871 0.612 0.516
H 11.804 -1.188 -2.687 0.015 0.674 0.237
H 12.294 -0.932 -1.032 0.375 -0.165 0.275
H 12.744 0.282 -2.216 -0.061 0.614 -0.232
H 11.684 1.449 -0.178 -0.265 -0.124 -0.241
H 9.760 2.741 0.473 -0.371 -0.492 -0.823
H 7.563 0.542 -2.566 -0.636 -0.051 -0.073
H 9.542 -0.878 -2.870 -0.008 -0.025 -0.042
H 5.764 1.399 -0.211 0.438 1.136 -0.433
H 4.106 3.204 -0.073 -0.521 -0.410 0.250
H 6.620 6.057 -1.446 -0.019 -0.311 0.097
H 8.505 4.488 -1.665 0.650 0.129 -0.250
H 3.765 5.774 -1.493 -0.674 0.067 -0.495
H 4.619 6.647 -0.208 0.205 -0.808 -0.324
H 3.648 5.260 0.239 -0.897 -0.034 0.229
C -2.174 -2.725 7.844 0.259 0.273 0.025
N -2.813 -2.639 6.484 1.289 -1.072 0.839
C -4.018 -3.168 6.340 -0.930 -0.424 0.945
C -4.608 -3.205 5.120 -1.036 0.079 -1.385
C -3.996 -2.679 3.969 -1.220 0.386 0.039
C -2.732 -2.148 4.145 0.341 0.223 0.607
C -2.166 -2.208 5.415 1.228 1.004 -0.663
C -4.723 -2.672 2.624 0.185 -1.419 0.200
C -4.008 -2.317 1.501 0.222 -0.047 0.025
C -4.457 -2.693 0.235 1.059 1.019 0.197
N -5.629 -3.286 0.051 -0.207 -0.074 1.080
C -6.401 -3.592 1.140 0.536 -0.263 -1.108
C -5.957 -3.335 2.398 0.669 1.087 0.866
C -6.024 -3.751 -1.285 0.122 -0.287 -0.377
H -1.103 -2.553 7.855 0.049 0.214 -0.660
H -2.304 -3.684 8.324 -0.461 -0.403 -0.334
H -2.634 -1.976 8.450 -0.348 0.490 0.443
H -4.489 -3.551 7.245 -0.002 0.080 -0.279
H -5.616 -3.592 5.049 0.106 -0.183 0.208
H -2.164 -1.619 3.387 0.024 -0.340 0.021
H -1.145 -1.853 5.585 -0.461 -0.071 -0.035
H -3.053 -1.831 1.693 -0.117 -0.170 -0.923
H -3.805 -2.516 -0.625 -0.522 -0.079 0.159
H -7.270 -4.178 0.898 -0.464 0.109 0.217
H -6.563 -3.566 3.244 -0.510 -0.512 0.198
H -7.049 -3.473 -1.548 0.208 -0.128 0.337
H -5.864 -4.828 -1.296 -0.342 -0.046 -0.137
H -5.339 -3.310 -1.997 -0.016 0.115 -0.134
C 5.280 1.791 5.690 0.331 -1.848 0.798
N 5.159 0.625 4.745 -0.057 0.898 0.611
C 5.890 -0.452 4.924 0.883 -0.860 0.988
C 5.617 -1.613 4.236 1.169 0.177 0.389
C 4.595 -1.683 3.344 -0.855 -0.421 -1.408
C 3.813 -0.528 3.176 -0.073 -0.330 0.292
C 4.144 0.601 3.890 -0.666 0.157 -0.612
C 4.412 -2.962 2.528 -0.166 0.649 1.340
C 3.718 -2.972 1.331 0.082 0.434 -0.644
C 3.603 -4.124 0.584 -0.811 0.868 0.638
N 4.055 -5.263 1.095 0.298 -1.587 -2.300
C 4.758 -5.284 2.200 0.476 -1.242 2.039
C 4.909 -4.180 2.988 0.858 0.358 -0.139
C 3.958 -6.529 0.287 1.330 -0.712 0.922
H 6.330 1.927 5.936 0.011 0.300 -0.206
H 4.788 1.410 6.605 0.065 0.716 -0.362
H 4.804 2.646 5.264 -0.168 0.535 -0.126
H 6.654 -0.417 5.701 -0.052 0.062 -0.310
H 6.285 -2.432 4.370 0.344 -0.442 0.275
H 2.904 -0.543 2.599 -0.184 0.245 -0.540
H 3.634 1.548 3.843 -0.507 -0.109 -0.292
H 3.297 -2.076 0.906 -0.186 0.286 0.018
H 3.047 -4.108 -0.345 0.211 -0.368 0.022
H 5.162 -6.232 2.596 -0.345 0.358 -0.748
H 5.543 -4.372 3.850 -0.400 0.552 0.141
H 4.857 -6.702 -0.324 -0.103 0.463 0.355
H 3.140 -6.458 -0.367 -1.235 0.065 -0.644
H 3.879 -7.401 0.962 -0.218 0.611 -0.263
C -0.432 2.004 -5.103 0.787 0.515 0.213
N -0.736 0.687 -5.619 -0.111 -0.361 -2.118
C -0.882 -0.355 -4.824 -0.490 -1.011 0.581
C -1.219 -1.586 -5.345 0.217 -0.934 -0.183
C -1.492 -1.754 -6.696 0.432 -0.408 -0.216
C -1.288 -0.672 -7.515 -0.250 1.554 -0.291
C -0.880 0.536 -6.956 0.103 0.436 -0.468
C -1.855 -3.041 -7.396 -0.039 1.454 0.729
C -1.096 -4.169 -7.224 0.896 -0.954 1.313
C -1.358 -5.315 -7.957 0.278 -0.131 0.087
N -2.360 -5.286 -8.819 -0.580 0.362 -1.151
C -3.118 -4.166 -8.991 -0.051 -1.430 -0.405
C -2.905 -3.005 -8.302 0.009 -0.228 -0.523
C -2.519 -6.482 -9.743 0.229 -0.153 0.682
H -0.592 1.910 -4.060 0.034 0.300 1.126
H -1.158 2.717 -5.477 0.280 0.180 -0.297
H 0.637 2.272 -5.275 -0.955 -0.083 -0.178
H -0.798 -0.148 -3.773 0.256 -0.240 0.277
H -1.191 -2.504 -4.786 -0.269 0.183 0.815
H -1.528 -0.763 -8.569 0.450 0.362 -0.009
H -0.632 1.453 -7.509 -0.373 -0.657 -0.100
H -0.319 -4.206 -6.441 -0.322 0.063 -0.752
H -0.813 -6.267 -7.943 0.023 0.653 0.373
H -3.885 -4.347 -9.712 -0.520 0.472 -0.411
H -3.498 -2.114 -8.548 0.199 -0.485 0.328
H -1.883 -6.349 -10.625 -0.125 0.079 0.258
H -3.552 -6.655 -10.035 -0.039 0.323 0.120
H -2.180 -7.323 -9.130 -0.111 -0.005 -0.492
Cl 0.792 -0.078 0.547 0.206 -0.165 0.215
```
Forces are in eV/Å.

Calculated values
Frontier orbital gap in eV: 5.7
ΔE to the lowest compared entry with this formula, charge and spin in kcal/mol: 61.9
HOMO energy in eV: -22.471
Spin multiplicity: 1
Energy in Ha: -3332.15785
Total charge: +9

Here are the Löwdin charges for atoms 1 to 99, given in e: 0.077, -0.047, 0.009, 0.042, -0.114, 0.058, 0.050, -0.087, 0.071, 0.024, -0.075, -0.007, 0.045, 0.032, 0.133, 0.112, 0.119, 0.159, 0.152, 0.133, 0.158, 0.153, 0.169, 0.148, 0.155, 0.110, 0.114, 0.106, 0.073, -0.053, 0.016, 0.042, -0.147, 0.039, 0.059, -0.098, 0.030, -0.038, -0.082, 0.035, 0.106, 0.069, 0.124, 0.115, 0.121, 0.175, 0.165, 0.133, 0.156, 0.154, 0.144, 0.173, 0.142, 0.111, 0.139, 0.092, 0.075, -0.056, 0.022, 0.064, -0.085, 0.040, 0.012, -0.080, 0.039, 0.015, -0.077, 0.053, 0.067, 0.048, 0.109, 0.122, 0.113, 0.179, 0.135, 0.122, 0.157, 0.117, 0.154, 0.166, 0.127, 0.130, 0.127, 0.095, 0.084, -0.082, 0.024, 0.044, -0.097, 0.053, -0.002, -0.088, 0.039, 0.020, -0.063, 0.000, 0.055, 0.071, 0.118



(2)
The following is a quantum chemistry calculation of a molecular structure, C4H2Br2O in a non-equilibrium geometry, from the Open Molecules 2025 dataset.

Structure (XYZ):
```
9
Properties=species:S:1:pos:R:3:forces:R:3
C 0.718 0.057 -0.373 -0.697 -0.555 0.677
C 1.091 -1.194 0.162 -1.584 0.854 0.246
C 4.286 -0.245 0.850 -0.502 0.951 1.518
C -0.206 -0.526 0.380 3.034 -0.885 -0.883
O 4.310 -0.647 1.956 0.155 -0.172 -1.076
Br 3.650 1.588 0.518 0.102 -0.149 0.049
Br 4.832 -1.041 -0.728 0.266 -0.625 -0.463
H 0.958 0.924 -0.924 0.349 0.602 -0.578
H -1.139 -0.540 0.850 -1.123 -0.022 0.510
```
Forces are in eV/Å.

Calculated values
Frontier orbital gap in eV: 9.4
ΔE to the lowest compared entry with this formula, charge and spin in kcal/mol: 39.2
HOMO energy in eV: -9.395
Spin multiplicity: 1
Energy in Ha: -5376.72467

So, what does the natural (NBO) scheme give us? The charges, in e, come out as: -0.211, -0.077, 0.358, -0.169, -0.467, -0.027, 0.138, 0.227, 0.228



(3)
The following is a quantum chemistry calculation of 2 unconnected molecules or ions with the total composition C4H7N2O in a non-equilibrium geometry, from the Open Molecules 2025 dataset.

Structure (XYZ):
```
14
Properties=species:S:1:pos:R:3:forces:R:3
C 0.003 2.418 0.035 0.986 -0.031 0.852
C 0.623 0.128 -0.069 0.752 -2.844 -2.487
C -2.177 0.024 -0.272 -1.254 -0.403 -0.121
C 0.730 -2.176 -0.055 -1.620 -1.528 0.816
N 0.330 1.308 0.587 0.335 2.147 2.492
N 0.850 -0.915 0.597 -0.628 1.327 1.216
O -3.180 -0.487 -0.284 0.748 0.320 0.016
H -0.115 3.319 0.601 -0.393 0.035 0.766
H 0.030 2.593 -1.003 -0.218 -0.582 -1.323
H 0.647 0.088 -1.219 -0.474 0.739 1.647
H -0.065 -2.827 0.535 1.765 1.346 -0.920
H 1.651 -2.750 -0.106 0.069 0.117 0.096
H 0.282 -2.004 -1.016 0.087 -0.398 -0.902
H 0.391 1.280 1.669 -0.153 -0.246 -2.149
```
Forces are in eV/Å.

Calculated values
Frontier orbital gap (spin up / spin down) in eV: 8.7 / 8.7
ΔE to the lowest compared entry with this formula, charge and spin in kcal/mol: 65.2
HOMO energy (spin up / spin down) in eV: -14.674 / -14.674
Spin multiplicity: 1
Energy in Ha: -341.03231
Total charge: +1

So, what does the natural (NBO) scheme give us? The charges, in e, come out as: 0.143, 0.197, 0.439, -0.454, -0.422, -0.310, -0.430, 0.237, 0.228, 0.205, 0.250, 0.253, 0.185, 0.480



(4)
The following is a quantum chemistry calculation of a single C7H9N3S molecule in a non-equilibrium geometry, from the Open Molecules 2025 dataset.

Structure (XYZ):
```
20
Properties=species:S:1:pos:R:3:forces:R:3
C -1.590 2.399 2.224 0.933 -2.506 -0.466
C -1.174 1.301 2.010 2.269 -3.569 -1.901
C 0.870 0.612 0.669 -2.594 -0.307 -2.068
C 0.700 0.886 -0.646 2.255 -0.317 0.607
C -0.276 -0.003 1.339 -2.858 2.197 0.304
C 0.106 -0.988 2.404 -1.618 -2.353 0.205
C 0.609 -1.141 -3.442 -2.273 1.409 1.134
N -1.182 -0.702 0.354 0.196 -0.808 1.739
N -1.139 -0.607 -0.842 -0.070 1.296 -1.386
N -0.291 0.444 -1.449 -2.584 -1.784 1.294
S -0.426 0.406 -3.116 1.213 0.279 -0.694
H -1.986 3.265 2.495 -1.439 3.206 0.916
H 1.599 0.872 1.351 2.084 0.831 0.428
H 1.469 1.238 -1.271 1.223 1.061 -0.193
H -0.786 -1.374 2.997 0.973 0.725 -0.811
H 0.718 -0.437 3.050 1.130 0.391 1.269
H 0.623 -1.942 2.042 -0.494 1.629 0.087
H -0.176 -1.833 -3.283 -0.281 -1.392 -0.389
H 1.167 -1.136 -2.557 1.477 -0.264 0.992
H 1.163 -1.258 -4.329 0.456 0.276 -1.065
```
Forces are in eV/Å.

Calculated values
Frontier orbital gap in eV: 9.5
ΔE to the lowest compared entry with this formula, charge and spin in kcal/mol: 163.5
HOMO energy in eV: -8.715
Spin multiplicity: 1
Energy in Ha: -834.35759
SMILES string: C#C[C@]1(C)C=CN(SC)N=N1

So, what does the natural (NBO) scheme give us? The charges, in e, come out as: -0.255, -0.025, -0.311, 0.021, 0.050, -0.616, -0.722, -0.141, 0.049, -0.481, 0.426, 0.213, 0.229, 0.211, 0.235, 0.215, 0.229, 0.226, 0.217, 0.229



(5)
The following is a quantum chemistry calculation of a molecular structure, C12H26BeBrCl5F4KNO6P2SSi in a non-equilibrium geometry, from the Open Molecules 2025 dataset.

Structure (XYZ):
```
61
Properties=species:S:1:pos:R:3:forces:R:3
C 3.248 -2.736 -0.660 1.255 0.224 -0.632
C 3.684 -1.869 -1.941 1.887 -1.447 0.601
O 2.597 -1.611 -2.859 -1.318 1.255 1.754
Si 1.196 -1.021 -2.077 0.665 -2.287 -2.199
C -0.070 -2.449 -1.741 -0.036 0.543 0.254
C -1.142 -2.056 -0.632 -1.314 -2.057 -1.355
C -2.553 -1.567 -1.203 0.107 -2.029 -0.072
F -3.516 -1.826 -0.199 1.414 1.352 -1.811
F -2.450 -0.166 -1.448 -0.832 -2.282 0.564
F -2.977 -2.280 -2.327 1.027 2.363 2.490
P 0.177 0.309 -3.578 0.759 1.344 -2.651
N 0.927 0.272 -5.008 -0.080 -0.872 1.518
P 1.521 0.225 -0.284 -0.180 2.389 2.061
O 3.070 0.903 -0.195 -1.674 -1.688 -0.118
O 0.465 1.589 -0.458 2.411 -1.019 0.162
H 4.197 -3.298 -0.331 -1.414 0.830 -0.324
H 2.491 -3.559 -0.950 1.083 1.354 0.599
H 2.930 -2.111 0.237 0.071 -0.665 -0.981
H 4.436 -2.521 -2.516 -1.257 0.967 0.687
H 4.287 -0.930 -1.657 -1.227 -1.082 -0.511
H -0.542 -2.749 -2.745 0.403 0.659 1.495
H 0.456 -3.414 -1.363 -0.337 0.866 -0.301
H -1.345 -3.011 -0.023 0.231 1.583 -0.595
H -0.769 -1.264 0.133 0.541 -1.348 -0.972
H -1.212 -0.053 -3.735 0.476 0.409 0.626
H 0.250 1.677 -3.112 -0.740 -0.858 0.215
H 1.720 -0.384 -4.977 -0.314 0.372 -0.284
H 3.601 0.257 0.329 -0.259 0.684 -0.323
H 0.986 2.348 -0.078 -0.514 -0.269 -0.245
Cl 1.321 -5.210 -0.959 -0.590 -0.437 0.050
O -4.810 -6.132 3.545 -0.977 -0.151 -0.050
C -5.518 -5.552 2.747 1.385 0.458 -0.779
O -6.752 -5.991 2.360 1.570 0.500 -0.482
C -7.267 -5.117 1.318 -0.529 0.364 -0.781
C -6.508 -3.821 1.492 0.484 0.268 0.223
C -5.160 -4.290 2.012 -0.408 0.209 0.150
H -7.080 -5.583 0.349 -0.002 -0.069 0.188
H -8.339 -4.988 1.445 0.246 -0.413 0.276
H -6.444 -3.239 0.577 -0.023 -0.156 0.163
H -6.997 -3.203 2.251 -0.058 -0.016 -0.183
H -4.474 -4.535 1.198 0.089 -0.077 0.138
H -4.715 -3.559 2.687 0.298 -0.285 -0.029
C 5.113 4.735 0.136 -0.098 -0.015 -0.161
S 4.222 3.840 1.424 -0.041 0.185 -0.020
O 2.853 3.537 0.895 -0.038 0.167 0.029
C 4.065 5.238 2.552 -0.179 -0.026 0.035
H 5.287 4.056 -0.699 -0.047 -0.040 0.122
H 4.520 5.585 -0.204 -0.032 -0.049 0.092
H 6.071 5.079 0.529 -0.058 -0.046 0.047
H 3.537 6.056 2.060 0.009 -0.105 -0.024
H 5.057 5.567 2.866 -0.019 -0.071 -0.048
H 3.499 4.915 3.426 0.049 -0.077 -0.097
C 3.752 9.335 0.570 -0.246 0.512 0.317
Cl 5.056 8.263 1.128 0.033 0.139 -0.114
Cl 3.320 10.460 1.867 0.086 -0.484 -0.399
Cl 4.302 10.245 -0.854 -0.010 -0.170 0.073
Cl 2.333 8.358 0.137 0.237 0.058 0.044
Be -1.575 -0.168 0.748 0.062 1.206 0.374
F 1.578 9.817 3.585 -0.011 -0.045 0.032
K -7.047 -7.020 4.296 -0.788 -1.515 2.232
Br -8.864 -3.385 -0.090 -1.229 0.891 -1.068
```
Forces are in eV/Å.

Calculated values
Frontier orbital gap in eV: 1.2
HOMO energy in eV: -7.378
Spin multiplicity: 1
Energy in Ha: -8238.07560

So, what does the natural (NBO) scheme give us? The charges, in e, come out as: -0.733, -0.099, -0.864, 1.263, -0.956, -0.469, 0.957, -0.332, -0.352, -0.287, 0.812, -1.218, 0.974, -0.930, -1.012, 0.248, 0.290, 0.173, 0.211, 0.175, 0.293, 0.345, 0.301, 0.010, -0.030, -0.007, 0.381, 0.514, 0.549, -0.697, -0.625, 0.792, -0.590, -0.117, -0.444, -0.541, 0.213, 0.259, 0.279, 0.219, 0.249, 0.243, -0.828, 1.234, -1.028, -0.824, 0.237, 0.246, 0.233, 0.253, 0.233, 0.243, -0.223, 0.015, 0.182, 0.040, 0.049, 0.846, -0.600, 0.979, -0.734